Entry 1:
{"formula": "C6H15NO", "method": "wB97M-V/def2-TZVPD", "elements": ["O", "N", "C", "C", "C", "C", "C", "C", "H", "H", "H", "H", "H", "H", "H", "H", "H", "H", "H", "H", "H", "H", "H"], "coordinates": [[-1.948, 3.153, 0.662], [1.122, -0.895, -0.696], [1.781, 0.375, -0.983], [2.586, 0.887, 0.188], [-1.560, -1.439, 0.697], [-1.315, -0.827, 1.851], [-1.336, -0.731, -0.622], [-0.086, -1.273, -1.331], [-1.480, 0.339, -0.517], [-2.171, -0.941, -1.302], [0.946, 1.044, -1.190], [1.122, -1.144, 0.287], [-0.194, -2.354, -1.333], [3.433, 0.263, 0.441], [-1.930, -2.450, 0.657], [-0.058, -1.057, -2.397], [1.942, 0.881, 1.078], [-0.788, 0.099, 2.030], [2.867, 1.898, 0.031], [-1.611, -1.402, 2.716], [-2.383, 2.731, 1.401], [-1.279, 2.623, 0.241], [2.341, 0.219, -1.910]], "nbo_charge": [-0.9358, -0.0939, -0.2677, -0.6294, -0.2156, -0.3637, -0.4500, -0.2870, 0.2332, 0.2677, 0.2479, 0.4115, 0.2628, 0.2417, 0.2268, 0.2469, 0.2151, 0.2002, 0.2597, 0.2251, 0.4832, 0.4571, 0.2644], "s_squared": 0.754, "spin_multiplicity": 2, "e_homo_ev": [-14.22, -14.22], "gap_ev": [11.44, 6.49], "total_charge": 1}

Entry 2:
{"formula": "C6H15NO2", "method": "wB97M-V/def2-TZVPD", "elements": ["O", "O", "N", "C", "C", "C", "C", "C", "C", "H", "H", "H", "H", "H", "H", "H", "H", "H", "H", "H", "H", "H", "H", "H"], "coordinates": [[-1.835, -0.145, 1.421], [-1.938, 1.077, -0.505], [-0.613, -0.879, -0.523], [-1.375, 0.154, 0.343], [1.466, 1.767, -0.427], [1.526, 0.458, 1.770], [-0.955, -0.967, -1.952], [0.664, 1.100, 0.692], [-0.513, -2.189, 0.137], [2.136, 1.200, 2.301], [0.903, -0.044, 2.514], [-1.934, -1.429, -2.092], [0.281, -2.759, -0.346], [-0.968, 0.027, -2.389], [2.153, 1.066, -0.917], [0.286, -0.067, -0.148], [-1.457, -2.733, 0.072], [-2.511, 1.626, 0.046], [2.081, 2.593, -0.046], [-0.265, -2.039, 1.184], [2.225, -0.275, 1.351], [0.806, 2.170, -1.199], [-0.194, -1.570, -2.449], [0.033, 1.857, 1.161]], "nbo_charge": [-0.6375, -0.7166, -0.5420, 0.9312, -0.6165, -0.6186, -0.4073, -0.5736, -0.4102, 0.1936, 0.2096, 0.1968, 0.2046, 0.2311, 0.1867, 0.4370, 0.1999, 0.5025, 0.1951, 0.2382, 0.1864, 0.2024, 0.2070, 0.2000], "spin_multiplicity": 1, "e_homo_ev": -7.40, "gap_ev": 8.12, "total_charge": 0}

Entry 3:
{"formula": "C6H15NO2", "method": "wB97M-V/def2-TZVPD", "elements": ["O", "O", "N", "C", "C", "C", "C", "C", "C", "H", "H", "H", "H", "H", "H", "H", "H", "H", "H", "H", "H", "H", "H", "H"], "coordinates": [[1.301, -0.943, 1.347], [-0.950, 1.395, 0.982], [2.121, -1.256, -0.812], [2.372, 0.888, 0.224], [-1.729, -0.836, 1.052], [-0.168, -0.016, -0.793], [-1.140, 0.265, 0.227], [-2.380, 0.699, -1.219], [1.476, -0.331, 0.087], [2.529, 1.357, -0.746], [1.600, -2.124, -0.858], [-1.238, -1.805, 1.075], [-2.109, 0.814, -2.267], [1.386, -0.600, 2.251], [-0.334, -0.939, -1.331], [3.350, 0.600, 0.636], [-1.782, -0.654, 2.126], [-2.752, -1.081, 0.766], [-0.669, 2.124, 0.414], [0.123, 0.815, -1.428], [-2.941, 1.588, -0.938], [-3.109, -0.108, -1.190], [3.082, -1.457, -0.537], [1.962, 1.605, 0.933]], "nbo_charge": [-0.8060, -0.7040, -0.8576, -0.6602, -0.6685, -0.4213, 0.3466, -0.6976, 0.4210, 0.2196, 0.3627, 0.2347, 0.2007, 0.5020, 0.2251, 0.2066, 0.2354, 0.2215, 0.4742, 0.2101, 0.1963, 0.1920, 0.3549, 0.2116], "spin_multiplicity": 1, "e_homo_ev": -7.93, "gap_ev": 8.68, "total_charge": 0}

Entry 4:
{"formula": "C6H15NO2", "method": "wB97M-V/def2-TZVPD", "elements": ["O", "O", "N", "C", "C", "C", "C", "C", "C", "H", "H", "H", "H", "H", "H", "H", "H", "H", "H", "H", "H", "H", "H", "H"], "coordinates": [[-2.794, -0.428, 0.012], [-1.151, -1.536, -1.464], [-3.153, 0.840, 0.549], [1.144, 1.496, -0.236], [-0.590, -0.417, 0.562], [1.820, -0.227, 1.440], [1.083, 0.018, 0.125], [-1.243, -0.394, -0.729], [1.686, -0.844, -0.971], [-0.553, -1.410, 0.999], [1.228, -0.646, -1.939], [2.875, 0.042, 1.337], [1.559, -1.903, -0.750], [0.604, 2.103, 0.492], [0.724, 1.690, -1.222], [1.777, -1.278, 1.727], [-1.784, -1.494, -2.190], [-3.571, 0.659, 1.460], [2.755, -0.638, -1.074], [2.181, 1.841, -0.252], [1.398, 0.368, 2.249], [-3.894, 1.211, -0.047], [-0.886, 0.400, 1.211], [-1.215, 0.546, -1.291]], "nbo_charge": [-0.5113, -0.6838, -0.5567, -0.6315, -0.4296, -0.6151, 0.0011, 0.3901, -0.6292, 0.2286, 0.2077, 0.1984, 0.2165, 0.2125, 0.2009, 0.2065, 0.4893, 0.3417, 0.2063, 0.2105, 0.2054, 0.3337, 0.2398, 0.1680], "spin_multiplicity": 1, "e_homo_ev": -8.48, "smiles": "CC(C)(C)C[C@@H](O)ON", "gap_ev": 9.23, "total_charge": 0}

Entry 5:
{"formula": "C6H15NO3", "method": "wB97M-V/def2-TZVPD", "elements": ["O", "O", "O", "N", "C", "C", "C", "C", "C", "C", "H", "H", "H", "H", "H", "H", "H", "H", "H", "H", "H", "H", "H", "H", "H"], "coordinates": [[-2.205, 1.681, -0.875], [-0.094, 1.118, -0.109], [-1.153, -0.093, -1.810], [-1.840, -0.317, 0.376], [1.521, -0.504, -0.160], [2.592, 0.490, -0.469], [-2.339, 0.334, 1.583], [1.280, -0.818, 1.278], [1.076, -1.390, -1.160], [-1.380, 0.542, -0.682], [2.614, 0.746, -1.527], [0.344, -1.360, 1.395], [-2.592, -0.436, 2.315], [3.557, 0.041, -0.212], [2.477, 1.394, 0.126], [1.232, 0.090, 1.877], [-2.404, 1.677, -1.819], [-0.035, -0.808, -1.575], [-3.216, 0.967, 1.403], [1.685, -1.438, -2.059], [0.111, 1.861, -0.694], [0.734, -2.361, -0.812], [2.111, -1.436, 1.636], [-1.548, 0.958, 2.000], [-2.529, -0.940, -0.027]], "nbo_charge": [-0.7569, -0.7677, -0.7962, -0.6823, 0.4657, -0.6976, -0.4192, -0.7054, -0.7901, 0.8723, 0.2288, 0.2561, 0.1923, 0.2431, 0.2319, 0.2339, 0.4884, 0.4460, 0.1868, 0.2354, 0.4796, 0.2401, 0.2365, 0.2040, 0.3744], "spin_multiplicity": 1, "e_homo_ev": -8.94, "gap_ev": 9.34, "total_charge": 0}

Entry 6:
{"formula": "C6H15NO3Si", "method": "wB97M-V/def2-TZVPD", "elements": ["Si", "O", "O", "O", "N", "C", "C", "C", "C", "C", "C", "H", "H", "H", "H", "H", "H", "H", "H", "H", "H", "H", "H", "H", "H", "H"], "coordinates": [[0.245, 0.004, 0.122], [1.706, 0.056, -0.800], [3.841, -0.114, -0.875], [2.815, -0.425, 0.969], [2.872, -0.178, -0.196], [-0.892, 0.433, -1.348], [0.300, 1.358, 1.463], [0.208, 2.776, 0.895], [-0.836, -0.603, -2.471], [-0.059, -1.764, 0.763], [-1.541, -2.035, 1.031], [0.300, -2.483, 0.026], [-1.927, -1.347, 1.779], [-1.922, 0.539, -1.009], [0.265, 3.509, 1.696], [0.506, -1.948, 1.676], [-1.224, -1.560, -2.135], [0.189, -0.747, -2.802], [-0.516, 1.211, 2.169], [-0.733, 2.919, 0.369], [-1.687, -3.050, 1.394], [1.020, 2.969, 0.199], [1.221, 1.267, 2.041], [-0.599, 1.399, -1.758], [-2.126, -1.912, 0.124], [-1.427, -0.274, -3.322]], "nbo_charge": [1.8438, -0.6490, -0.3474, -0.4025, 0.7481, -0.8894, -0.8905, -0.6011, -0.6032, -0.8911, -0.6027, 0.2353, 0.2014, 0.2284, 0.2114, 0.2437, 0.1988, 0.2144, 0.2318, 0.2026, 0.2140, 0.2056, 0.2484, 0.2376, 0.2013, 0.2102], "spin_multiplicity": 1, "e_homo_ev": -10.48, "smiles": "CC[Si](CC)(CC)O[N+](=O)[O-]", "gap_ev": 11.24, "total_charge": 0}

Entry 7:
{"formula": "C6H15NO9PS3", "method": "wB97M-V/def2-TZVPD", "elements": ["S", "S", "S", "P", "O", "O", "O", "O", "O", "O", "O", "O", "O", "N", "C", "C", "C", "C", "C", "C", "H", "H", "H", "H", "H", "H", "H", "H", "H", "H", "H", "H", "H", "H", "H"], "coordinates": [[2.529, 1.326, -3.944], [-2.152, -0.650, 4.432], [0.589, -2.581, 0.571], [-0.834, -1.094, -0.184], [-1.307, -1.406, 5.278], [-3.632, -0.720, 4.984], [1.082, 1.964, -3.772], [2.542, 0.515, -5.101], [3.313, 2.679, -4.171], [-2.425, -1.476, 3.075], [-1.128, -1.470, -1.568], [-1.810, 0.668, 4.039], [2.964, 0.772, -2.702], [2.418, -0.269, 1.247], [2.499, -0.630, 0.047], [2.394, 3.730, -4.532], [2.106, -2.062, -0.267], [-4.543, -1.231, 3.994], [1.161, 3.403, -3.711], [-3.687, -2.172, 3.167], [0.245, 3.815, -4.124], [-4.927, -0.398, 3.404], [-4.076, -2.329, 2.164], [2.203, 3.684, -5.604], [-5.359, -1.732, 4.507], [2.860, -2.742, 0.149], [-1.835, -1.193, 0.788], [2.825, -0.022, -0.797], [1.277, 3.706, -2.670], [0.866, -2.166, 1.825], [2.846, 4.682, -4.270], [-0.166, 0.116, 0.028], [-3.529, -3.129, 3.664], [1.961, -2.279, -1.329], [2.730, 0.695, 1.384]], "nbo_charge": [2.5687, 2.5522, 0.3017, 1.4019, -0.8847, -0.6769, -0.6922, -0.8787, -0.6805, -0.7360, -0.9931, -0.8964, -0.9589, -0.6098, 0.0903, -0.1037, -0.5881, -0.0978, -0.0983, -0.1047, 0.2244, 0.2020, 0.2126, 0.2087, 0.2296, 0.2863, -0.0129, 0.2437, 0.1933, 0.2254, 0.2263, -0.0229, 0.2070, 0.2863, 0.3752], "spin_multiplicity": 1, "e_homo_ev": -13.89, "gap_ev": 10.20, "total_charge": 1}

Entry 8:
{"formula": "C6H15NOP", "method": "wB97M-V/def2-TZVPD", "elements": ["P", "O", "N", "C", "C", "C", "C", "C", "C", "H", "H", "H", "H", "H", "H", "H", "H", "H", "H", "H", "H", "H", "H", "H"], "coordinates": [[-0.746, 0.013, 2.713], [-0.962, 0.096, -1.877], [-0.705, -0.041, 0.855], [-0.248, 1.125, 0.175], [-0.267, 0.972, -1.264], [-1.285, -1.216, -1.203], [1.998, -1.295, 0.963], [-1.646, -0.838, 0.283], [0.668, 1.747, -2.107], [-1.112, 1.285, 2.829], [1.634, 1.390, -1.669], [1.849, -2.094, 1.656], [-0.946, 2.018, 0.445], [0.640, 2.761, -1.996], [-0.347, -1.799, -1.221], [-2.638, -0.472, 0.238], [0.561, 1.419, -3.064], [2.977, -0.915, 1.139], [0.599, 0.265, 2.586], [1.977, -1.814, 0.059], [-1.620, -1.722, 0.764], [0.751, 1.391, 0.370], [1.089, -0.617, 0.936], [-2.218, -1.662, -1.609]], "nbo_charge": [0.5903, -0.3955, -0.6704, -0.3676, 0.7381, -0.0813, -0.8924, -0.2403, -0.6834, -0.0635, 0.2771, 0.2291, 0.2764, 0.2708, 0.2270, 0.1786, 0.2579, 0.2306, -0.0353, 0.2036, 0.2298, 0.2597, 0.2121, 0.2485], "spin_multiplicity": 1, "e_homo_ev": -13.08, "gap_ev": 8.06, "total_charge": 1}

Entry 9:
{"formula": "C6H15NS", "method": "wB97M-V/def2-TZVPD", "elements": ["S", "N", "C", "C", "C", "C", "C", "C", "H", "H", "H", "H", "H", "H", "H", "H", "H", "H", "H", "H", "H", "H", "H"], "coordinates": [[0.207, 0.517, 0.894], [0.248, -1.004, -3.350], [-1.319, -0.054, 3.172], [0.452, 1.251, -2.399], [0.400, -1.399, -2.015], [-0.014, 0.110, 3.936], [0.816, 0.285, -3.506], [-1.074, -0.490, 1.717], [-1.938, -0.817, 3.656], [-0.622, 1.322, -2.212], [-2.013, -0.425, 1.158], [-0.740, -1.533, 1.712], [0.038, -2.410, -1.819], [0.529, 0.731, -4.460], [-0.142, 0.256, 5.014], [0.854, 0.906, -1.446], [0.645, -0.754, 3.797], [0.836, 2.265, -2.538], [0.548, 0.979, 3.579], [1.920, 0.283, -3.507], [-0.274, -0.852, -1.290], [-1.875, 0.888, 3.184], [1.401, -1.264, -1.580]], "nbo_charge": [-0.1806, -0.1160, -0.4048, -0.6243, -0.5170, -0.6142, -0.3140, -0.5330, 0.2022, 0.2198, 0.2117, 0.1959, 0.2253, 0.2088, 0.2086, 0.2283, 0.2037, 0.2302, 0.2151, 0.2358, 0.2852, 0.2016, 0.2317], "spin_multiplicity": 1, "e_homo_ev": -7.54, "gap_ev": 4.23, "total_charge": 0}

Entry 10:
{"formula": "C6H15NSi", "method": "wB97M-V/def2-TZVPD", "elements": ["Si", "N", "C", "C", "C", "C", "C", "C", "H", "H", "H", "H", "H", "H", "H", "H", "H", "H", "H", "H", "H", "H", "H"], "coordinates": [[-0.529, -1.351, 0.821], [0.172, 2.843, -1.542], [-0.708, 1.820, -1.787], [1.320, 2.672, -2.017], [0.819, -0.439, 0.167], [1.876, 0.398, 1.019], [-1.596, -2.667, -0.107], [-0.920, -1.534, 2.683], [1.601, 1.807, -2.502], [0.950, -0.195, -0.889], [-1.001, 1.248, -0.933], [-1.848, -2.044, 2.932], [-1.483, -3.700, 0.191], [-2.730, -2.533, -0.114], [-1.638, 2.102, -2.457], [0.066, -1.804, 3.196], [1.531, 0.402, 2.003], [1.949, 1.467, 0.630], [-0.950, -0.528, 3.164], [-0.235, 1.015, -2.452], [1.948, 3.511, -1.800], [2.924, -0.002, 0.996], [-1.520, -2.488, -1.203]], "nbo_charge": [1.4633, -0.3822, -0.4393, -0.0674, -0.9180, -0.6192, -1.1233, -1.1446, 0.1480, 0.2215, 0.2241, 0.2537, 0.2491, 0.2479, 0.2018, 0.2603, 0.1960, 0.2070, 0.2518, 0.1379, 0.1767, 0.2068, 0.2480], "spin_multiplicity": 1, "e_homo_ev": -7.74, "smiles": "CC=[Si](C)C.C=NC", "gap_ev": 8.32, "total_charge": 0}

Energy list, top to bottom, in eV: -9993.40973 -12047.46179 -12047.39446 -12047.43323 -14096.03854 -21973.69831 -68167.70586 -19281.51963 -18785.34662 -15829.34480